one) This record from the Open Molecules 2025 dataset describes an isolated ion of composition C7H14N and charge +1. The level of theory is the ωB97M-V functional and the def2-TZVPD basis.

Output
- LUMO energy (eV) = -3.5
- total charge = +1

Element x y z (Å)
C: -1.001 -0.437 -0.060
H: -2.733 -0.363 0.894
H: -2.127 0.515 -1.670
C: 2.454 -0.683 0.150
C: 0.149 -1.030 -0.102
H: -3.247 1.492 -0.071
H: -0.521 1.150 -1.290
H: -1.881 1.832 0.940
H: 0.422 -1.993 0.488
N: -2.144 -1.106 0.610
H: 1.232 0.315 -1.303
C: -1.379 0.720 -0.917
H: 2.319 -1.559 0.758
H: -1.844 -1.672 1.458
C: -2.188 1.701 -0.011
H: -2.042 2.605 -0.540
H: 3.983 0.253 1.326
C: 1.345 -0.384 -0.545
H: 3.621 0.959 -0.181
C: 3.790 0.040 0.270
H: 4.520 -0.666 -0.146
H: -2.730 -1.689 -0.057

two) This record from the Open Molecules 2025 dataset describes an isolated ion of composition C7H14N and charge +1. The level of theory is the ωB97M-V functional and the def2-TZVPD basis.

Output
- LUMO energy (eV) = -4.3
- total charge = +1

Element x y z (Å)
H: 2.003 -1.899 -1.366
H: 1.194 0.428 -1.998
H: 1.571 1.685 -0.726
H: 1.786 -1.338 1.919
H: 2.059 0.377 1.178
H: -1.759 1.600 0.671
C: 1.196 -2.713 -1.029
H: -0.294 1.480 1.719
H: -1.352 0.158 1.446
C: 1.343 -0.414 1.545
C: 0.759 1.152 -1.273
N: 0.593 -0.759 0.265
C: -0.172 0.429 -0.260
H: 0.664 0.052 2.326
H: -2.169 0.508 -1.234
H: 1.161 -3.831 -1.236
H: 0.185 1.953 -1.794
C: -0.937 1.006 0.922
C: 0.567 -1.839 -0.306
C: -1.300 -0.101 -1.212
H: -0.940 -0.126 -2.311
H: -1.635 -1.147 -1.149

Energy relative to the most stable one, in hartree: one) 0.0000; two) 0.0484

one) This record from the Open Molecules 2025 dataset describes C40H43BCl3GdN6OS5Si as an isolated structure. The level of theory is the ωB97M-V functional and the def2-TZVPD basis.

Output
- LUMO energy (alpha / beta) (eV) = 3.6 / 3.6
- total charge = -2
- multiplicity = 8
- ⟨S²⟩ = 15.94

Element x y z (Å)
C: 0.214 -4.310 -2.100
H: -4.166 0.320 7.779
H: -0.061 4.214 -3.622
H: -0.468 -1.175 -5.940
C: -0.994 -2.096 -3.325
C: -1.391 3.224 1.399
H: -2.747 -1.214 -3.885
H: -0.167 0.599 5.114
C: -5.599 -1.121 5.006
C: 0.824 3.697 -1.641
H: 4.749 -0.194 0.730
H: -2.306 0.989 -4.380
H: -2.064 -0.015 6.996
H: -0.694 5.198 -1.481
C: 0.256 -1.981 -2.687
C: 3.026 4.311 -0.450
S: 0.190 2.508 1.489
C: 4.856 0.496 -1.351
H: 2.823 -2.181 -2.003
C: 4.181 1.814 -1.034
H: 1.634 4.532 -3.466
C: -1.652 -3.338 -3.304
C: -7.050 -1.133 6.903
C: -1.214 0.356 5.001
H: -1.503 0.744 -2.811
N: 1.014 -0.752 -2.668
N: -1.772 0.283 3.681
H: 4.145 -0.225 -1.759
H: -7.571 -2.034 5.027
C: 2.840 2.122 -1.432
H: 4.874 4.813 0.461
C: -4.909 -0.146 7.146
C: 4.328 4.031 -0.069
C: -1.496 0.439 -3.851
S: 2.028 -0.727 2.234
H: 1.119 2.867 -3.653
H: 1.949 -1.049 -4.637
H: 1.955 -2.858 0.455
C: 4.884 2.801 -0.337
N: 2.138 1.138 -2.139
H: -6.432 -0.039 8.691
C: -1.512 -1.289 -5.651
H: -2.117 -0.572 -6.183
H: 4.104 -4.259 -2.370
C: -1.688 -1.037 -4.134
H: 0.660 -5.153 -1.584
H: 3.668 -3.124 0.015
C: 0.883 3.820 -3.188
H: -3.829 0.073 3.084
C: 5.474 -0.154 -0.091
Cl: -2.573 -4.195 3.897
C: -3.207 5.098 1.441
H: -0.534 0.833 -4.211
C: 0.946 -1.945 2.372
C: 2.600 -3.400 -0.230
C: -6.154 -0.399 7.687
H: 0.277 5.063 0.033
H: 3.251 1.230 -4.032
H: 2.446 -4.483 -0.007
Gd: -0.760 0.027 1.556
H: 6.314 0.426 0.346
H: 6.425 -0.167 -2.713
N: -3.377 -0.093 5.181
H: 5.789 -1.184 -0.323
C: 2.355 -3.128 -1.707
C: 2.504 0.707 -3.427
Cl: -2.084 -2.464 1.169
B: 1.121 0.225 -1.579
C: -2.533 2.663 0.689
C: 0.335 5.031 -1.080
C: -4.633 -0.407 5.772
H: -5.414 -1.363 3.924
H: 2.598 -5.202 -2.160
H: 2.808 -4.160 -3.541
H: 0.908 5.886 -1.408
H: -1.581 -5.391 -2.582
C: 2.235 3.349 -1.124
H: 0.090 2.948 -1.308
H: -1.898 -2.304 -5.914
C: -1.064 -4.439 -2.693
N: -9.005 -2.467 8.034
C: -3.070 0.048 3.855
H: 5.616 1.318 -3.175
H: 6.779 1.375 -1.890
O: -3.702 6.180 1.227
S: -1.654 4.705 2.202
C: 0.904 -3.112 -2.130
N: 0.159 -2.894 2.607
C: 5.984 0.765 -2.320
C: -8.145 -1.848 7.545
Si: -1.331 -3.733 2.462
Cl: -0.400 -5.286 1.654
C: 1.866 -0.410 -3.740
H: -2.567 -3.399 -3.855
C: 3.029 -4.265 -2.491
H: 2.595 5.293 -0.193
S: -4.003 3.550 0.778
H: 5.918 2.572 0.009
C: -6.818 -1.500 5.576
S: -2.619 1.059 -0.081
C: -2.139 0.076 5.909

two) This record from the Open Molecules 2025 dataset describes C40H43BCl3GdN6OS5Si as an isolated structure. The level of theory is the ωB97M-V functional and the def2-TZVPD basis.

Output
- LUMO energy (alpha / beta) (eV) = 3.2 / 3.2
- total charge = -2
- multiplicity = 8
- ⟨S²⟩ = 16.17

Element x y z (Å)
H: 9.219 -19.415 12.749
H: 0.138 -23.490 3.353
N: 1.365 -20.937 2.513
H: -0.961 -23.835 -0.461
C: 8.750 -20.110 12.076
C: 0.159 -17.341 5.010
C: 7.438 -20.631 10.155
H: -1.240 -23.969 2.376
H: 2.861 -15.587 3.701
C: -0.213 -16.611 6.154
C: -2.900 -20.574 4.444
C: -0.055 -23.254 -0.204
H: 2.690 -24.639 0.122
H: -0.289 -14.838 3.800
C: 5.454 -26.915 4.419
H: 5.135 -24.010 0.301
H: 6.266 -19.837 2.299
H: -3.583 -21.432 4.552
Cl: 3.101 -22.477 10.458
C: 3.714 -21.368 1.958
H: 7.223 -18.088 8.600
O: 5.903 -27.995 4.117
H: -2.258 -18.862 7.684
H: -3.495 -19.668 4.364
H: 0.747 -15.149 2.370
S: 2.421 -23.881 5.096
H: 5.098 -18.143 6.979
H: -0.892 -18.577 2.240
C: 2.140 -19.009 7.518
C: 5.195 -24.329 5.196
C: -1.213 -19.219 5.843
C: 8.787 -21.461 12.361
C: 0.565 -23.588 1.183
H: -1.477 -16.512 7.887
C: -1.104 -17.112 7.087
N: 2.757 -18.012 7.275
C: 4.644 -22.176 1.348
C: 0.973 -16.665 3.926
Cl: 0.302 -23.761 8.870
C: 3.848 -24.793 4.858
H: 8.262 -23.481 11.812
Cl: 3.457 -25.157 8.640
H: 4.524 -18.918 0.721
Si: 2.324 -23.424 8.710
N: 6.545 -20.164 9.097
S: 1.248 -20.384 7.939
C: 6.524 -18.905 8.434
C: -1.126 -21.791 5.844
H: -0.250 -22.185 -0.204
N: 4.909 -20.288 7.593
H: -0.719 -16.069 2.640
C: -0.359 -23.306 2.368
C: 3.016 -23.753 0.693
H: -0.748 -22.281 2.383
C: 0.144 -15.605 3.152
H: 8.002 -18.629 10.717
C: 5.498 -18.962 7.582
H: 0.785 -24.704 1.146
H: 5.328 -21.921 8.903
C: 3.853 -18.853 1.557
C: 2.167 -15.875 4.485
C: 7.493 -22.010 10.446
C: 0.575 -20.099 1.718
C: 9.552 -21.921 13.447
H: 3.469 -19.871 3.441
H: -0.152 -21.699 5.306
H: -0.919 -21.974 6.922
H: 0.593 -20.215 0.630
H: 0.110 -15.588 6.245
H: 3.992 -17.905 2.073
S: 5.722 -22.789 5.660
C: -1.957 -20.513 5.655
C: -0.253 -18.707 4.926
B: 1.129 -20.633 3.925
C: 1.978 -22.958 1.270
H: 1.901 -14.931 5.004
C: 2.347 -21.799 1.935
N: 10.178 -22.336 14.333
C: 5.582 -20.912 8.528
H: -2.394 -20.679 3.502
C: 8.058 -19.671 10.961
C: 4.343 -23.392 0.743
H: 1.410 -17.403 3.248
Gd: 3.311 -21.660 6.429
H: 2.739 -16.462 5.257
C: -0.138 -19.286 2.527
C: -1.555 -18.420 6.938
N: 0.191 -19.538 3.868
C: 8.211 -22.448 11.558
H: 5.706 -21.917 1.345
H: -1.711 -22.622 5.413
H: 5.614 -18.935 3.701
H: -2.671 -20.544 6.508
S: 6.417 -25.577 5.102
C: 5.510 -19.870 3.114
S: 3.692 -26.490 4.282
C: 4.092 -20.011 2.554
H: 0.665 -23.449 -0.975
H: 2.841 -18.895 1.162
H: 6.979 -22.717 9.759
H: 5.797 -20.696 3.797

Energy relative to the most stable one, in hartree: one) 0.1929; two) 0.0000

one) This record from the Open Molecules 2025 dataset describes a 2-piece molecular cluster, C3H2NO3 overall. The level of theory is the ωB97M-V functional and the def2-TZVPD basis.

Output
- LUMO energy (eV) = -6.7
- total charge = +1

Element x y z (Å)
O: -0.609 0.218 -1.587
H: 1.515 -0.285 -1.305
C: 0.291 -0.924 1.617
C: -1.422 0.587 -0.830
N: 0.653 -0.636 0.486
O: -2.238 0.887 -0.136
C: 1.009 0.178 -0.427
O: -0.008 -1.265 2.665
H: 0.809 1.239 -0.484

two) This record from the Open Molecules 2025 dataset describes C3H2NO3 as an isolated structure. The level of theory is the ωB97M-V functional and the def2-TZVPD basis.

Output
- LUMO energy (alpha / beta) (eV) = -9.5 / -8.1
- total charge = +1

Element x y z (Å)
C: -1.010 -0.072 -0.134
N: -0.114 0.968 -0.604
O: 1.131 0.690 -0.378
O: -0.574 1.833 -2.095
C: -0.053 -0.826 0.708
H: 2.060 -0.553 0.908
H: -0.454 -1.656 1.444
C: 1.176 -0.288 0.512
O: -2.163 -0.095 -0.362

Energy relative to the most stable one, in hartree: one) 0.0000; two) 0.2952